No. 1
40
Properties=species:S:1:pos:R:3:forces:R:3 method="wB97M-V/def2-TZVPD" mol_weight_da=571.342 homo_ev="-5.1 / -8.8" de_lowest_ev=0.4522 multiplicity=8 total_charge=0
Eu -0.382900 -1.610098 -0.409113 1.6 1.0 -3.3
O -2.956551 -2.791350 5.227943 -0.4 -0.1 0.6
C -2.384225 -2.571414 4.050695 0.6 0.2 -1.0
C -1.011365 -2.776537 3.826469 0.0 0.0 -0.1
C -0.508296 -2.547083 2.560043 0.1 0.1 -0.1
N -1.306024 -2.143164 1.566808 -0.7 -0.3 1.7
C -2.605879 -1.885130 1.765454 0.1 0.1 -0.2
C -3.188968 -2.084903 3.000595 0.1 -0.1 0.0
C -3.270335 -1.300176 0.477172 -0.5 -0.1 0.8
O -4.399942 -0.888076 0.507241 -0.2 -0.1 0.2
O -2.462155 -1.290705 -0.534693 -1.2 -0.1 0.1
C 0.982373 -2.636337 2.103147 -0.3 -0.2 0.9
O 1.851391 -2.851751 2.907687 0.0 -0.1 0.3
O 1.122915 -2.415732 0.836287 0.6 -0.7 0.8
H -2.340290 -3.147116 5.884830 0.0 0.1 -0.3
H -0.351386 -3.104743 4.617416 0.1 0.0 0.0
H -4.235771 -1.877067 3.159008 -0.1 0.0 0.0
S 2.812382 5.040213 -3.222493 -0.3 -0.6 0.3
N 2.153036 4.703721 -1.796251 -0.3 0.2 0.9
C 1.752568 3.439187 -1.789819 0.6 0.6 -1.0
C 1.114725 2.737702 -0.717656 -0.5 0.6 1.7
C 0.821698 3.331194 0.516648 0.7 -0.1 -1.7
C 0.204085 2.575223 1.489637 -0.7 -1.3 0.7
C -0.109693 1.244124 1.215673 0.1 1.0 0.6
N 0.159944 0.661452 0.050663 -0.4 -0.9 0.4
C 0.765852 1.383373 -0.920384 0.8 -0.5 -2.5
C 1.048306 0.715146 -2.189825 -0.1 1.9 1.7
N 0.691777 -0.586583 -2.330164 -0.3 -0.7 0.2
C 0.947458 -1.200003 -3.484474 0.5 0.3 -1.0
C 1.565564 -0.572788 -4.565781 -0.6 -1.5 0.3
C 1.935611 0.748830 -4.445842 0.0 1.5 1.2
C 1.678175 1.416298 -3.240860 0.2 -1.1 -1.6
C 2.027820 2.786799 -3.028151 0.3 1.2 0.2
N 2.619578 3.594909 -3.897158 0.1 -0.6 -0.7
H 1.086650 4.365584 0.673890 0.0 0.1 0.0
H -0.037059 2.998741 2.451005 -0.1 0.0 0.1
H -0.600358 0.619923 1.966088 0.1 0.2 -0.1
H 0.646675 -2.245918 -3.557936 0.1 0.1 0.0
H 1.745750 -1.123331 -5.476118 0.0 -0.1 0.0
H 2.416866 1.287584 -5.247680 0.0 0.0 -0.1

No. 2
2
Properties=species:S:1:pos:R:3:forces:R:3 method="wB97M-V/def2-TZVPD" mol_weight_da=24.022 homo_ev=-11.7 de_lowest_ev=0.0040 total_charge=0
C 0.003616 0.041653 0.617554 0.0 0.1 0.8
C -0.003616 -0.041653 -0.617554 0.0 -0.1 -0.8

No. 3
43
Properties=species:S:1:pos:R:3:forces:R:3 method="wB97M-V/def2-TZVPD" mol_weight_da=597.740 homo_ev="-11.4 / -11.5" de_lowest_ev=0.3322 total_charge=+1
Ru -0.573802 -0.230893 -0.343834 -0.4 0.6 1.8
Cl -1.630130 -4.898531 4.891996 -0.1 -0.2 0.2
C -1.088586 -3.634623 3.880843 0.0 0.3 -0.5
C -1.817959 -3.332884 2.727250 0.1 -0.4 0.5
C -1.373436 -2.307781 1.938515 1.0 0.6 0.4
Cl -2.176367 -1.929007 0.446185 -0.1 0.1 -0.3
C -0.215270 -1.542779 2.231945 -0.6 -1.6 1.0
O 0.171250 -0.538216 1.507609 -0.1 1.3 -2.3
C 0.514533 -1.922895 3.398733 -0.4 0.4 -0.9
Cl 1.939866 -1.055200 3.764165 0.2 0.1 0.1
C 0.072090 -2.937833 4.210868 -0.3 -0.3 0.1
H -2.698190 -3.907435 2.476128 0.0 0.0 0.0
H 0.623963 -3.201668 5.101679 0.0 0.0 0.0
C 4.917796 0.344219 -0.906217 0.0 0.0 0.0
C 4.005482 -0.667472 -0.649434 0.0 0.0 0.0
C 2.653616 -0.374980 -0.576326 0.0 -0.1 0.0
C 2.224609 0.934448 -0.758521 -0.1 -0.1 0.0
C 3.136241 1.956766 -1.019153 0.0 0.1 0.0
C 4.480382 1.653622 -1.090437 0.0 0.0 0.0
N 0.824834 1.197325 -0.676365 0.3 0.3 0.0
N 0.455924 2.389721 -0.788277 0.2 -0.2 0.0
C -0.923172 2.515503 -0.648442 0.0 0.3 -0.1
C -1.536763 3.749589 -0.811581 0.3 -0.2 0.0
C -2.913062 3.825348 -0.659676 -0.1 -0.2 0.0
C -3.658936 2.688967 -0.341121 0.0 -0.1 0.0
C -3.045021 1.456277 -0.165434 -0.4 0.1 0.0
C -1.665256 1.352978 -0.340679 0.4 -0.6 0.2
H 5.972743 0.114428 -0.968292 0.0 0.0 0.0
H 4.342796 -1.685252 -0.511800 0.0 0.0 0.0
H 1.951553 -1.175781 -0.381201 0.0 0.0 0.0
H 2.783481 2.966866 -1.164580 0.0 0.0 0.0
H 5.193783 2.439822 -1.294606 0.0 0.0 0.0
H -0.945505 4.621609 -1.054250 0.0 0.0 0.0
H -3.409841 4.777241 -0.785850 0.0 0.0 0.0
H -4.731576 2.767653 -0.225014 0.0 0.0 0.0
H -3.643977 0.591163 0.089085 0.0 0.0 0.0
F 0.256341 -1.891023 -2.174033 0.0 -0.1 0.0
C -0.460533 -0.723171 -2.308735 0.4 -0.2 -0.3
F 0.243896 0.096997 -3.119171 0.0 0.0 0.2
C -1.767260 -1.047418 -3.063189 -0.1 -0.2 -0.1
F -2.485785 0.062436 -3.212556 0.0 0.1 0.0
F -1.502895 -1.565306 -4.256767 0.0 0.1 0.1
F -2.501855 -1.932833 -2.369461 0.1 0.1 -0.1

No. 4
37
Properties=species:S:1:pos:R:3:forces:R:3 method="wB97M-V/def2-TZVPD" mol_weight_da=452.207 homo_ev=-11.7 total_charge=+1
Al -0.105137 0.075213 0.247828 0.6 0.4 0.9
I 2.182781 -1.199163 0.057925 0.0 0.1 0.4
C 2.291517 -0.555627 2.136902 0.2 -0.2 -0.3
C 3.522431 -0.572691 2.716692 0.0 -0.1 -0.2
C 3.614438 -0.286816 4.093280 0.0 0.1 0.1
C 2.485892 -0.054467 4.826426 0.1 0.0 0.0
C 1.208421 -0.051812 4.219376 0.0 0.0 -0.3
C 0.020103 0.129654 4.965141 -0.1 0.0 0.1
C -1.204081 0.136910 4.360316 0.0 0.0 0.1
C -1.299919 0.031201 2.958286 0.1 0.0 -0.2
C -0.180476 -0.150841 2.180440 0.3 -0.1 -0.4
C 1.089713 -0.254300 2.814671 -0.2 0.0 0.2
H 4.413109 -0.824665 2.157256 0.0 0.0 0.0
H 4.590701 -0.282116 4.558128 0.0 0.0 0.0
H 2.556052 0.122323 5.892486 0.0 0.0 0.0
H 0.099444 0.254081 6.038330 0.0 0.0 0.0
H -2.107257 0.240443 4.946603 0.0 0.0 0.0
H -2.273807 0.110587 2.487973 0.0 0.0 0.1
O -3.363731 1.303722 -0.596674 0.1 0.1 -0.1
C -2.178416 1.164847 -0.568359 -0.3 -0.2 -0.2
O -1.532660 0.000095 -0.685965 -0.6 0.0 -0.3
C -1.230547 2.333859 -0.369283 0.1 0.1 0.0
C -1.715484 3.638668 -0.384376 0.0 0.1 0.0
C -0.819416 4.662571 -0.226744 0.0 -0.1 0.0
C 0.550908 4.378660 -0.066161 0.0 -0.2 0.0
C 1.517537 5.403048 0.057091 0.1 0.0 0.0
C 2.839325 5.092677 0.193313 -0.1 0.1 0.0
C 3.249658 3.744908 0.221938 -0.1 -0.1 0.0
C 2.338975 2.730251 0.117030 0.1 -0.1 0.0
C 0.970750 3.022291 -0.038939 0.1 0.2 0.1
N 0.053214 2.018955 -0.177131 -0.6 -0.3 0.0
H -2.775214 3.797073 -0.519941 0.0 0.0 0.0
H -1.144479 5.695538 -0.226388 0.0 0.0 0.0
H 1.183362 6.432397 0.037981 0.0 0.0 0.0
H 3.578394 5.877687 0.276465 0.0 0.0 0.0
H 4.300855 3.510102 0.321178 0.0 0.0 0.0
H 2.666943 1.700235 0.129704 0.0 0.0 0.0

No. 5
51
Properties=species:S:1:pos:R:3:forces:R:3 method="wB97M-V/def2-TZVPD" mol_weight_da=699.331 homo_ev="-7.2 / -7.1" total_charge=0
Mo 1.696708 -1.184876 0.748406 -0.9 -5.0 2.0
N 1.939208 -1.167676 3.109306 -0.3 0.2 0.1
N 3.300108 -0.890876 3.365506 0.1 0.0 0.3
C 4.173508 -0.966476 2.265406 -0.3 -0.1 0.9
O 5.361608 -1.000376 2.444406 0.3 0.0 -0.2
O 3.539008 -0.938576 1.134706 2.5 0.9 -0.8
H 1.330408 -0.510776 3.610106 0.2 -0.3 -0.3
H 1.660708 -2.107776 3.415106 0.1 0.4 -0.3
H 3.706108 -1.227576 4.233506 -0.2 0.1 -0.2
Se 1.824308 4.345724 -4.631394 0.0 -0.3 0.3
N 1.799608 2.584624 -4.669194 0.0 -1.0 0.0
C 1.762408 2.125024 -3.431294 0.1 1.1 -0.8
C 1.759108 0.730724 -3.082494 0.0 -1.1 0.5
C 1.789908 -0.293176 -4.024994 0.0 0.0 0.3
C 1.800108 -1.605076 -3.566194 0.0 0.5 0.1
C 1.796708 -1.858476 -2.206194 -0.1 -0.6 -0.3
N 1.763508 -0.901576 -1.265794 0.0 0.8 -0.8
C 1.735508 0.396724 -1.706494 0.1 -0.7 -1.2
C 1.721408 1.402524 -0.708294 0.1 1.2 0.7
N 1.737508 0.973424 0.576806 0.0 1.1 -0.8
C 1.781508 1.874624 1.547906 -0.1 0.2 0.4
C 1.808508 3.240524 1.319806 -0.1 0.0 -0.3
C 1.786208 3.707524 0.011906 0.0 -0.3 0.2
C 1.744508 2.785024 -1.026794 0.0 -0.7 0.8
C 1.754908 3.140224 -2.416894 0.1 0.8 -1.1
N 1.784908 4.379024 -2.870694 0.0 0.0 1.0
H 1.803708 -0.044876 -5.074294 0.0 0.0 -0.1
H 1.805708 -2.432476 -4.259094 0.0 -0.1 0.0
H 1.812008 -2.877876 -1.838694 0.0 0.2 0.0
H 1.786708 1.488724 2.560006 0.1 0.0 0.0
H 1.848308 3.918324 2.156206 0.0 0.1 0.1
H 1.805808 4.761024 -0.217194 0.0 0.1 0.0
O -0.748892 -1.017176 2.776706 -0.7 0.0 0.4
C -1.096392 -0.972676 1.605406 0.7 0.1 0.6
O -0.252292 -0.828876 0.643806 -1.8 0.8 -0.9
C -2.533292 -1.043576 1.184106 -0.2 0.0 -0.2
C -2.838892 -1.038876 -0.171294 -0.3 0.0 -0.2
C -4.169992 -1.037376 -0.577394 0.5 0.0 1.5
C -5.204892 -1.051276 0.348006 -0.1 0.0 -0.2
C -4.878592 -1.081876 1.696006 1.1 0.0 -0.8
C -3.554092 -1.080876 2.127606 -0.2 0.0 -0.1
N -5.944292 -1.085876 2.674906 -0.4 0.0 0.4
O -5.627892 -1.082976 3.845406 0.0 0.0 0.1
O -7.081892 -1.083476 2.259306 -0.3 0.0 0.0
N -4.463692 -0.988276 -1.988294 -0.1 0.1 -0.8
O -3.516392 -0.964976 -2.750694 -0.1 0.0 -0.1
O -5.629192 -0.961676 -2.322994 -0.1 0.0 0.0
H -2.050492 -1.029876 -0.911494 0.0 0.0 0.1
H -6.236892 -1.031876 0.026006 0.1 0.0 0.0
H -3.326192 -1.100476 3.183206 0.0 0.0 0.0
S 1.434008 -3.363176 0.848606 0.3 1.5 -0.5